Entry 1:
A structure of composition C44H31Cl90FN3OP in a non-equilibrium geometry, computed with ωB97M-V with the def2-TZVPD basis set.

Calculated values
- Frontier orbital gap: 7.42 eV
- E_HOMO: -8.6 eV
- LUMO energy: -1.2 eV
- Net charge: 0

Each line ends with the Mulliken charge.
Element x y z (Å)
C: 0.70 0.58 -0.01  0.649
Cl: -2.92 4.10 -1.40  -0.046
Cl: 9.50 -4.34 -12.29  -0.092
C: 3.54 -2.55 -0.33  0.584
C: 4.06 -2.76 -1.83  -0.284
H: 4.35 0.09 -0.41  0.559
C: 3.41 0.73 -0.21  -0.248
Cl: 5.53 -7.14 -7.52  -0.058
Cl: -6.57 8.10 8.11  -0.086
Cl: -5.70 2.99 -6.08  -0.104
C: -5.79 -4.41 -4.64  0.246
Cl: -0.45 11.40 1.75  -0.110
Cl: 0.45 -6.89 -4.49  -0.085
O: 0.65 3.18 -1.23  -0.708
H: 4.30 -1.83 0.16  -0.025
C: -2.66 9.66 7.17  0.324
Cl: -0.83 5.83 -0.37  0.000
Cl: 1.26 0.81 12.70  -0.089
C: 0.32 -6.43 0.93  -1.049
Cl: 1.31 10.37 3.82  -0.108
C: 0.77 -10.23 1.82  0.294
Cl: -7.96 8.72 2.28  -0.009
Cl: 6.07 6.95 2.55  -0.091
Cl: 3.10 -6.04 -5.30  0.060
Cl: 2.41 2.41 10.57  0.027
Cl: -1.58 5.97 -3.16  -0.104
Cl: -0.26 0.16 8.60  0.005
H: -6.97 -3.45 2.30  0.333
H: 5.22 -2.78 -1.78  0.346
Cl: -0.25 -3.07 -12.96  -0.052
C: -0.15 10.04 2.85  0.198
Cl: 6.16 -6.50 -3.80  -0.008
H: 3.14 -4.79 0.19  0.146
P: 0.58 2.48 0.16  0.800
C: 5.27 1.18 1.59  -0.872
Cl: -8.51 8.03 -0.48  -0.097
Cl: 0.62 -3.97 2.46  -0.182
Cl: 6.10 4.28 3.67  -0.004
Cl: -4.08 -4.32 -4.16  -0.021
H: 1.00 -6.84 1.77  0.209
Cl: 5.19 3.28 7.67  0.073
C: -3.01 -0.22 0.07  0.015
Cl: -7.51 0.74 -5.76  -0.094
C: 2.13 -1.77 -0.24  0.350
Cl: 7.13 4.74 1.00  -0.094
C: -3.02 -1.76 -0.07  -0.009
Cl: 8.85 -5.73 -3.01  -0.106
Cl: 1.80 4.44 5.10  0.010
C: -4.39 -11.19 2.00  0.326
H: -7.02 -3.36 0.43  0.251
Cl: 2.74 7.64 6.81  -0.064
H: 2.57 1.45 -2.26  0.282
C: 0.51 -4.85 0.84  0.373
N: -1.88 0.63 0.12  -0.399
H: 3.80 -1.80 -2.41  0.253
Cl: -4.86 0.33 -6.88  -0.067
C: 0.57 -4.10 -0.38  -0.603
Cl: -0.62 -9.59 2.72  -0.041
Cl: 7.21 1.72 9.05  -0.096
C: 3.59 -4.10 -2.56  -0.414
Cl: -6.44 -2.77 -4.81  -0.039
Cl: -6.77 6.35 1.11  -0.086
H: 4.39 -4.33 -3.36  0.101
Cl: -3.60 0.19 -15.59  -0.096
C: -7.28 8.02 0.80  0.280
Cl: -5.88 8.98 0.28  -0.070
H: -4.66 -4.09 1.44  0.310
H: 5.39 0.08 1.93  0.242
Cl: 7.80 -8.32 -2.24  -0.097
C: 3.72 1.49 1.18  1.605
Cl: 6.75 -5.92 -1.01  -0.063
C: 8.47 -5.41 -13.26  0.307
C: -4.42 -2.53 -0.15  0.280
Cl: -2.73 -11.82 1.97  -0.045
Cl: -5.16 0.96 -4.07  0.029
H: 0.44 -6.98 -0.06  0.362
H: 3.21 2.80 -1.11  0.272
Cl: 8.63 -7.08 -12.68  -0.079
H: 1.50 3.02 1.11  -0.062
H: -0.74 2.83 0.68  0.120
H: 3.18 -3.54 1.63  0.340
C: -5.81 1.26 -5.70  0.232
Cl: -9.60 14.03 3.27  -0.097
H: -4.45 -2.37 2.13  0.270
Cl: -9.56 11.39 4.46  -0.050
Cl: 4.64 -7.88 -10.18  -0.124
Cl: 3.35 8.05 9.61  -0.092
Cl: 0.79 -4.40 -5.94  -0.094
H: -0.76 -6.60 1.29  0.317
Cl: 2.43 -2.26 -12.19  -0.098
H: -6.82 -1.79 1.37  0.274
Cl: 3.45 2.06 4.89  0.057
C: 1.38 -6.06 -5.76  0.193
Cl: 0.81 -3.83 -10.37  -0.049
Cl: -5.97 10.77 9.05  -0.074
Cl: 2.74 5.39 8.63  0.007
Cl: -1.41 -2.51 8.65  -0.100
H: 5.67 1.92 2.37  0.026
C: 2.67 1.02 11.65  0.242
Cl: 3.57 -5.50 -8.90  0.006
C: -3.95 -1.08 -14.40  0.350
H: 4.75 -4.05 0.85  0.249
Cl: -5.48 -1.89 -14.82  -0.095
Cl: -3.09 -0.19 9.12  -0.100
C: -2.18 5.71 -1.51  0.119
C: -6.55 -2.91 1.38  -1.053
Cl: -8.51 11.79 1.79  -0.051
Cl: 0.95 2.22 3.44  0.019
Cl: 7.95 3.35 6.77  -0.085
H: -4.66 0.73 -0.78  0.198
F: -4.30 -3.71 -1.00  -0.305
C: -0.64 -1.72 -0.11  0.184
H: 3.64 2.62 0.98  -0.953
Cl: -5.26 -11.88 3.39  -0.097
Cl: 6.78 -4.89 -13.12  -0.047
Cl: 1.03 -11.93 2.26  -0.097
C: 0.73 -2.50 -0.24  0.315
C: 7.39 -6.62 -2.52  0.243
C: 5.02 -6.52 -9.10  0.236
C: 3.64 -3.85 0.62  -1.139
H: 2.63 -3.86 -3.14  0.088
Cl: -4.35 -9.42 2.16  -0.091
Cl: -2.03 -0.70 6.46  -0.056
H: 5.90 1.36 0.64  0.293
Cl: -5.23 -11.62 0.50  -0.096
Cl: -0.94 9.52 6.78  -0.036
Cl: 2.91 -0.45 10.67  -0.085
Cl: -8.66 10.11 8.20  -0.111
C: 1.21 -3.55 -12.08  0.269
Cl: -6.53 10.32 6.24  -0.049
Cl: -3.39 6.96 -1.13  -0.026
Cl: -1.54 9.85 3.94  0.052
C: 6.68 2.32 7.47  0.179
Cl: 1.20 -6.93 -7.30  -0.087
Cl: -3.14 8.30 8.21  -0.080
Cl: 2.22 -9.28 2.21  -0.099
Cl: -6.70 -5.29 -3.39  -0.093
Cl: -2.94 11.19 8.03  -0.092
Cl: -3.65 9.63 5.67  -0.122
C: 2.37 7.12 8.46  0.153
Cl: 0.94 1.96 6.33  0.054
C: -6.93 9.83 7.90  0.323
C: -0.70 -0.18 0.02  -0.090
H: -5.23 -1.88 -0.66  0.268
Cl: -2.64 -2.28 -14.40  -0.058
C: 2.07 -0.18 -0.15  -1.049
Cl: -4.09 -0.36 -12.78  -0.087
H: 3.53 -5.02 -1.90  0.196
Cl: -5.93 -5.27 -6.19  -0.110
H: 3.07 1.16 2.05  -0.175
Cl: 4.12 1.31 12.64  -0.101
Cl: 0.44 -10.11 0.07  -0.073
Cl: 1.87 -5.04 -12.78  -0.095
C: 3.39 1.75 -1.50  -1.228
Cl: 0.64 7.38 8.80  -0.051
Cl: 0.41 -5.00 -1.96  0.117
C: 5.89 5.23 2.18  0.157
C: 1.79 2.67 4.94  -0.145
C: -4.94 -2.99 1.30  -0.386
Cl: 6.36 0.95 6.38  -0.082
Cl: -11.37 11.96 2.27  -0.096
C: -9.76 12.29 2.95  0.276
H: 4.41 1.74 -2.01  0.310
Cl: 0.08 8.55 1.92  0.000
C: -1.70 -0.81 8.21  0.254
Cl: 6.33 -5.55 -9.81  -0.044
Cl: 4.27 4.93 1.50  -0.035
H: -4.17 1.30 0.72  0.366
N: -1.83 -2.52 -0.15  -0.294
Cl: 8.98 -5.33 -14.96  -0.105
N: -4.34 0.45 0.16  -0.477

***

Entry 2:
The molecule C4H8O2 in a non-equilibrium geometry, computed with ωB97M-V with the def2-TZVPD basis set.

Calculated values
- Frontier orbital gap: 11.64 eV
- E_HOMO: -10.6 eV
- ΔE to the lowest compared entry with this formula, charge and spin: 1.580 eV
- LUMO energy: 1.0 eV
- Net charge: 0
- SMILES: CCCOC=O

Each line ends with the Mulliken charge.
Element x y z (Å)
C: 0.43 0.11 -0.54  -0.520
H: -0.45 0.17 1.38  0.238
H: -2.01 -1.12 -0.13  0.332
C: -2.03 -0.02 -0.10  -1.172
H: -0.71 1.63 0.43  0.271
H: 3.30 -0.01 -0.14  0.367
H: 0.30 0.52 -1.56  0.295
O: 1.67 0.53 -0.02  -0.309
H: -2.27 0.33 -1.11  0.309
O: 2.29 -1.49 1.04  -0.466
C: 2.53 -0.48 0.44  0.184
H: -2.84 0.28 0.57  0.331
H: 0.47 -0.98 -0.63  0.358
C: -0.69 0.53 0.37  -0.219

***

Entry 3:
A structure of composition C26H28CeClP2 in a non-equilibrium geometry, computed with ωB97M-V with the def2-TZVPD basis set.

Calculated values
- Frontier orbital gap (alpha / beta): 5.68 / 4.87 eV
- E_HOMO (alpha / beta): -14.1 / -14.1 eV
- Expectation value of S²: 0.76
- ΔE to the lowest compared entry with this formula, charge and spin: 12.187 eV
- LUMO energy (alpha / beta): -8.4 / -9.2 eV
- 2S+1: 2
- Net charge: +2

Each line ends with the Mulliken charge.
Element x y z (Å)
H: 1.06 1.08 0.31  -0.044
C: -3.04 0.07 -2.47  -0.482
H: -4.12 1.91 2.99  0.427
C: 2.60 -3.10 1.97  0.315
C: -1.76 1.63 -3.82  -0.302
C: 3.20 -2.36 2.99  -0.368
C: 3.82 -5.07 2.71  -0.690
C: -0.53 4.37 -0.97  -0.681
H: -1.00 2.39 -3.90  0.503
C: 0.24 5.46 -1.38  -0.669
H: -1.31 4.50 -0.23  0.490
C: -3.38 3.42 -0.50  -0.427
P: -1.26 1.62 -1.03  1.676
H: -2.34 0.93 1.57  0.087
H: 2.44 -5.07 1.06  0.473
C: -0.30 3.10 -1.52  0.781
H: 2.26 3.89 -3.63  0.415
C: -0.06 -2.28 1.95  -1.241
H: -2.18 1.60 -5.93  0.442
C: 1.24 5.29 -2.34  -0.543
Ce: 0.00 0.00 0.00  0.253
C: 1.48 4.03 -2.89  -0.801
H: -3.25 -0.37 -1.50  0.472
C: -4.40 3.96 0.29  -0.791
C: 4.43 -4.31 3.72  -0.476
C: 2.91 -4.47 1.84  -0.333
H: 3.20 -3.40 -0.47  0.453
H: 2.96 -1.31 3.12  0.392
C: -2.63 2.33 -0.04  0.648
H: -0.26 0.71 1.35  -0.009
C: -2.07 1.08 -2.57  0.525
C: -3.40 0.19 -4.85  -0.532
H: -3.18 3.84 -1.48  0.586
H: -5.45 3.84 2.17  0.417
H: -3.92 -0.17 -5.74  0.413
H: 0.06 6.44 -0.95  0.439
C: -2.43 1.18 -4.96  -0.753
H: 4.58 -2.38 4.65  0.428
H: 2.41 -2.05 -1.30  0.361
H: -4.98 4.80 -0.08  0.433
H: -4.46 -1.15 -3.53  0.426
P: 1.41 -2.27 0.89  0.827
C: -3.92 2.34 2.01  -0.690
C: 0.72 2.93 -2.48  -0.676
H: 3.62 -1.68 -0.03  0.436
H: 5.14 -4.78 4.39  0.420
H: 0.07 -1.55 2.78  0.467
H: 1.84 6.14 -2.65  0.426
C: -3.71 -0.36 -3.61  -0.810
C: -4.66 3.42 1.55  -0.572
H: -0.20 -3.30 2.38  0.439
H: 0.90 1.94 -2.89  0.475
C: -2.91 1.79 1.22  -0.459
H: 4.07 -6.12 2.60  0.421
H: -0.96 -2.01 1.36  0.500
C: 2.80 -2.38 -0.32  -1.029
C: 4.11 -2.96 3.86  -0.659
Cl: -0.73 -1.67 -1.55  -0.232

***

Entry 4:
A structure of composition C41H42BeP2S in a non-equilibrium geometry, computed with ωB97M-V with the def2-TZVPD basis set.

Calculated values
- Frontier orbital gap: 5.56 eV
- E_HOMO: -6.1 eV
- LUMO energy: -0.5 eV
- Net charge: 0

Each line ends with the Mulliken charge.
Element x y z (Å)
H: 0.17 -0.79 8.09  0.372
H: 0.58 -6.42 -0.36  0.433
H: -0.29 -4.34 -3.74  0.281
Be: -1.54 -0.91 -0.10  -0.055
P: -1.60 0.89 -1.14  1.697
H: 2.53 0.86 5.07  0.410
H: -3.82 -1.54 1.02  0.358
C: -1.76 -2.88 -6.42  -0.426
C: 0.51 -3.25 -1.59  0.358
P: -0.75 -1.93 -1.84  1.213
C: -3.10 -1.76 0.21  -0.935
C: 3.28 0.05 1.74  -0.104
C: -3.68 3.11 -4.65  -0.501
C: -0.66 -1.29 4.19  0.210
H: 3.01 -6.17 -0.89  0.382
H: 0.51 -3.02 4.44  0.378
C: -1.70 2.17 -3.65  0.406
C: 3.82 2.40 0.84  -0.497
C: 2.34 1.02 4.00  0.581
C: -1.26 2.33 -0.09  -0.001
C: -0.77 4.50 1.56  -0.547
H: 2.25 -2.21 -2.39  0.150
C: -1.08 4.70 0.21  -0.862
H: -1.12 5.70 -0.22  0.413
H: 3.59 -0.72 3.72  0.447
C: -1.10 -3.83 -5.66  -0.726
C: 3.45 0.29 3.25  -1.214
H: 1.22 2.77 4.31  0.590
H: -2.63 -0.91 -6.45  0.416
C: 2.31 -5.35 -1.12  -0.463
H: -1.53 3.75 -1.71  0.282
H: -3.56 -1.68 -0.82  0.163
H: 4.77 2.38 2.82  0.401
H: 3.81 -4.06 -1.96  0.382
C: -2.31 2.88 -4.69  -0.845
H: 4.72 2.49 0.22  0.402
H: -4.41 1.57 -1.69  0.501
H: -5.50 2.83 -3.52  0.369
C: 0.12 -2.18 5.00  -0.505
C: -4.42 2.65 -3.57  -0.729
H: 0.61 1.57 -1.92  0.931
C: -0.93 2.12 1.25  0.483
H: 4.39 0.85 3.33  0.339
H: -0.63 2.05 -3.72  0.418
C: -0.89 0.02 6.29  -0.431
C: 1.87 -3.11 -1.94  -0.094
H: -1.32 0.87 6.82  0.352
C: 2.11 2.49 3.73  -0.771
S: -0.86 -1.59 2.51  -0.526
H: -1.72 3.26 -5.52  0.448
C: -1.21 -2.39 -3.67  0.354
H: -2.18 -0.46 -4.07  0.233
C: 0.95 -5.51 -0.80  -0.677
H: 3.26 -1.02 1.40  0.291
C: -1.22 -0.22 4.94  -0.434
H: -2.71 -2.79 0.39  0.103
C: 0.06 0.64 -1.79  -1.135
C: -1.31 3.62 -0.64  -0.319
C: -0.83 -3.58 -4.31  -0.377
C: 3.43 0.94 0.76  -0.361
C: 4.10 3.01 2.23  -1.145
C: -2.44 1.65 -2.57  0.199
H: 3.48 0.52 -0.25  0.373
H: -1.99 -3.10 -7.47  0.365
H: 4.62 3.96 2.07  0.390
H: -0.82 1.11 1.67  -0.445
C: 2.75 -4.17 -1.70  -0.772
H: -0.64 3.04 3.17  0.476
H: 3.06 3.03 0.36  0.217
H: -4.17 3.67 -5.45  0.392
H: -1.01 -4.56 -0.81  0.327
C: -0.09 -0.86 7.04  -0.523
C: 0.06 -4.45 -1.04  -0.303
H: -1.98 0.40 4.45  0.389
C: -3.82 1.92 -2.54  -0.435
H: 1.17 -0.75 -3.02  0.737
H: 1.04 -2.67 6.88  0.320
C: -1.86 -1.43 -4.48  0.158
H: -0.79 -4.78 -6.09  0.398
C: 0.37 -0.58 -2.28  -1.235
H: 2.52 4.37 2.84  0.306
C: 0.41 -1.96 6.35  -0.463
H: -0.53 5.36 2.18  0.433
H: 1.39 0.52 3.79  -0.333
C: -2.13 -1.66 -5.84  -0.848
C: 2.84 3.33 2.97  -0.339
C: -0.79 3.21 2.11  -0.652

***

Entry 5:
A cluster of 2 separate species, C4H11NO2S in total in a non-equilibrium geometry, computed with ωB97M-V with the def2-TZVPD basis set.

Calculated values
- Frontier orbital gap: 9.23 eV
- E_HOMO: -8.7 eV
- ΔE to the lowest compared entry with this formula, charge and spin: 3.029 eV
- LUMO energy: 0.5 eV
- Net charge: 0
- SMILES: N[C@@H](C=O)CCS.O

Each line ends with the Mulliken charge.
Element x y z (Å)
O: -2.15 1.92 0.19  -0.640
C: 0.44 0.02 0.65  0.143
H: 1.63 -0.67 -2.07  0.313
H: 1.48 -1.90 0.89  0.228
H: 1.57 1.35 2.19  0.393
H: -1.47 1.43 0.75  0.440
H: -0.61 0.19 0.46  0.280
H: 0.70 0.80 -2.52  0.428
O: 0.20 0.17 3.00  -0.462
H: -0.08 -1.83 1.55  0.248
H: 2.20 0.20 -0.12  0.405
C: 1.25 0.60 -0.40  -0.674
N: 0.54 -1.52 0.77  -0.604
S: -0.75 -0.97 -2.04  -0.252
C: 0.80 0.60 2.04  -0.218
H: 1.14 1.66 -0.55  0.265
H: -0.76 -2.15 -1.75  0.092
H: -2.08 2.89 0.23  0.306
C: 0.86 0.03 -1.84  -0.692

***

Entry 6:
The molecule C4H8O3, computed with ωB97M-V with the def2-TZVPD basis set.

Calculated values
- Frontier orbital gap: 10.87 eV
- E_HOMO: -10.2 eV
- ΔE to the lowest compared entry with this formula, charge and spin: 1.360 eV
- LUMO energy: 0.7 eV
- Net charge: 0
- SMILES: O=C(CO)CCO

Each line ends with the Mulliken charge.
Element x y z (Å)
C: 0.50 1.63 0.55  -0.504
O: -0.09 1.05 -1.66  -0.631
H: 1.57 1.71 0.78  0.263
H: -0.47 -2.62 -0.55  0.327
C: 0.34 0.66 -0.60  0.625
H: -0.30 2.80 -0.71  0.375
O: -0.93 -1.60 1.21  -0.514
C: 0.68 -0.79 -0.36  -0.582
O: -0.05 2.87 0.23  -0.540
H: 1.30 -0.92 0.53  0.319
H: 0.01 1.18 1.43  0.288
H: 1.22 -1.16 -1.23  0.366
C: -0.61 -1.60 -0.17  -0.418
H: -1.75 -2.09 1.32  0.289
H: -1.41 -1.13 -0.77  0.336